1.
21
Properties=species:S:1:pos:R:3:nbo_charge:R:1 method="wB97M-V/def2-TZVPD" e_homo_ha=-0.336 e_above_lowest_kcal_mol=43.9 largest_force_ev_per_a=2.596 spin_multiplicity=1 lumo_energy_ev=0.7804 gap_ev=9.9 total_energy_ev=-19767.1970
C 1.68 -0.12 -0.43 -0.68
C 0.16 -0.30 -0.68 -0.05
C -0.26 -1.46 0.28 -0.41
C -0.70 -1.06 1.72 -0.53
S -1.41 -2.47 2.64 -0.04
N -0.75 0.88 -0.61 -0.66
C -0.27 2.02 -1.37 0.08
O 0.90 2.71 -0.87 -0.74
H 2.19 -0.51 0.45 0.20
H 2.25 -0.81 -1.10 0.21
H 2.02 0.94 -0.59 0.25
H 0.22 -0.53 -1.74 0.19
H 0.55 -2.22 0.38 0.22
H -1.10 -1.88 -0.23 0.20
H 0.21 -0.54 2.18 0.24
H -1.52 -0.33 1.59 0.20
H -2.54 -2.72 1.92 0.13
H -1.28 1.07 0.22 0.37
H -1.07 2.72 -1.48 0.17
H -0.01 1.57 -2.34 0.17
H 0.74 3.03 0.06 0.47

=====

2.
20
Properties=species:S:1:pos:R:3:nbo_charge:R:1 method="wB97M-V/def2-TZVPD" e_homo_ha=-0.505 e_above_lowest_kcal_mol=17.8 largest_force_ev_per_a=1.055 spin_multiplicity=1 charge=+1 lumo_energy_ev=-4.7810 gap_ev=9.0 total_energy_ev=-10854.3207
C -0.40 2.30 -1.42 -0.63
C 0.04 1.53 -0.19 -0.24
C -1.24 0.68 1.70 0.14
N -1.07 0.83 0.45 -0.37
H -0.94 1.65 -2.12 0.22
H -0.93 3.23 -1.22 0.24
H 0.47 2.53 -2.04 0.25
H 0.69 0.73 -0.55 0.24
H 0.53 2.16 0.54 0.24
H -2.10 0.13 2.05 0.23
H -0.56 1.20 2.36 0.23
H -1.62 0.21 -0.15 0.43
N 0.17 -2.68 0.87 -0.86
C 1.08 -1.78 0.35 0.76
N 1.33 -1.92 -0.98 -0.84
O 1.61 -0.93 1.05 -0.66
H 0.23 -2.76 1.87 0.40
H 0.16 -3.60 0.45 0.40
H 0.67 -2.35 -1.61 0.40
H 1.84 -1.17 -1.43 0.40

=====

3.
9
Properties=species:S:1:pos:R:3:nbo_charge:R:1 method="wB97M-V/def2-TZVPD" e_homo_ha=-0.615 e_above_lowest_kcal_mol=17.6 largest_force_ev_per_a=1.877 spin_multiplicity=1 charge=+1 lumo_energy_ev=-5.9660 gap_ev=10.8 total_energy_ev=-4664.0048
O -1.71 -0.89 -0.59 -0.96
H -0.01 -0.49 -0.36 0.49
H -2.29 -1.01 -1.35 0.51
H -2.34 -0.47 0.02 0.50
C 1.13 0.92 0.64 0.18
N 0.92 -0.09 -0.13 -0.60
H 0.65 1.88 0.55 0.23
H 1.96 0.90 1.34 0.22
H 1.69 -0.75 -0.12 0.43

=====

4.
9
Properties=species:S:1:pos:R:3:nbo_charge:R:1 method="wB97M-V/def2-TZVPD" e_homo_ha="-0.354 / -0.354" e_above_lowest_kcal_mol=118.0 largest_force_ev_per_a=3.783 spin_multiplicity=1 lumo_energy_ev="-1.2486 / -1.2549" gap_ev="8.4 / 8.4" total_energy_ev=-51006.3797
C -0.38 0.41 0.45 -0.54
C 0.63 -0.65 0.18 -0.30
O -0.61 0.75 -2.20 -1.00
P -1.50 0.48 -1.09 1.38
Cl -1.08 0.41 2.00 0.07
Cl 1.56 -1.21 1.55 0.03
Cl -0.41 -1.99 -0.48 -0.01
H 0.49 2.17 0.22 0.11
H 1.31 -0.38 -0.63 0.27

=====

5.
21
Properties=species:S:1:pos:R:3:nbo_charge:R:1 method="wB97M-V/def2-TZVPD" e_homo_ha="-0.288 / -0.221" e_above_lowest_kcal_mol=181.2 largest_force_ev_per_a=2.545 spin_multiplicity=1 lumo_energy_ev="0.9766 / 0.2283" gap_ev="8.8 / 6.2" total_energy_ev=-10869.8181
C 0.07 0.32 0.06 0.09
C -0.33 -1.80 0.23 -0.37
C 1.50 0.41 -0.39 -0.70
C 0.49 -2.17 1.43 -0.66
N -0.99 0.31 -0.76 -0.15
N -1.14 3.08 0.57 -0.46
N -0.79 0.19 -2.06 -0.60
O -0.33 2.42 -0.32 -0.43
H -0.19 0.48 1.09 0.20
H -0.96 2.78 1.53 0.32
H -2.12 2.89 0.35 0.33
H -1.64 0.17 -2.61 0.39
H 0.10 0.49 -2.46 0.37
H -1.40 -1.91 0.34 0.19
H 0.03 -2.14 -0.74 0.18
H 2.15 0.50 0.47 0.23
H 1.80 -0.48 -0.96 0.22
H 1.65 1.30 -1.01 0.24
H 1.55 -1.95 1.28 0.20
H 0.15 -1.64 2.32 0.20
H 0.40 -3.24 1.65 0.21

=====

6.
104
Properties=species:S:1:pos:R:3:mulliken_charge:R:1 method="wB97M-V/def2-TZVPD" e_homo_ha=-0.205 largest_force_ev_per_a=0.621 spin_multiplicity=1 charge=-1 lumo_energy_ev=1.2195 gap_ev=6.8 total_energy_ev=-111148.2895
C 3.21 -0.08 0.77 -1.28
C 3.10 0.78 -0.49 0.19
C 4.27 1.74 -0.74 0.34
C 4.22 3.16 -0.13 -0.58
C 3.13 3.46 0.91 -0.80
C 1.78 3.79 0.27 -1.14
S 0.37 3.05 1.12 1.10
O 0.86 2.02 2.01 -0.62
O -0.36 4.13 1.75 -0.74
N -0.39 2.44 -0.17 -0.39
S -1.46 1.30 0.07 0.68
O -2.42 1.59 1.11 -0.52
O -0.92 -0.04 0.05 -0.60
H 4.24 -0.42 0.90 0.33
H 2.84 0.43 1.66 0.20
H 2.59 -0.97 0.63 0.35
H 2.13 1.27 -0.53 0.02
H 3.12 0.09 -1.34 0.31
H 5.18 1.24 -0.39 0.42
H 4.35 1.87 -1.82 -0.65
H 5.18 3.35 0.36 0.38
H 4.15 3.91 -0.93 0.10
H 3.46 4.33 1.48 0.56
H 3.04 2.65 1.63 0.33
H 1.60 4.87 0.21 0.50
H 1.74 3.40 -0.74 0.49
H -2.11 1.43 -1.11 0.02
C 2.97 -4.02 3.96 -0.71
N 3.71 -3.22 2.94 0.89
O 4.81 -2.79 3.22 -0.55
O 3.14 -3.05 1.89 -0.49
H 3.60 -4.11 4.84 0.31
H 2.05 -3.50 4.17 0.29
H 2.77 -4.99 3.51 0.25
C -0.80 -7.41 2.54 -0.56
N 0.55 -7.01 3.03 0.90
O 0.64 -6.02 3.73 -0.53
O 1.49 -7.68 2.66 -0.53
H -1.52 -6.71 2.94 0.32
H -0.77 -7.37 1.46 0.14
H -0.98 -8.42 2.88 0.28
C 6.44 5.68 -4.12 -0.86
N 5.54 4.80 -3.33 0.91
O 6.08 3.97 -2.63 -0.45
O 4.35 4.94 -3.47 -0.54
H 7.46 5.40 -3.89 0.29
H 6.22 5.51 -5.17 0.32
H 6.26 6.72 -3.85 0.31
C -4.75 2.10 2.92 -0.76
N -6.13 2.65 2.82 0.91
O -6.27 3.79 2.42 -0.52
O -7.05 1.92 3.15 -0.56
H -4.04 2.85 2.59 0.34
H -4.59 1.82 3.96 0.32
H -4.70 1.22 2.28 0.30
C -7.30 2.79 -0.53 -0.48
N -7.13 2.18 -1.88 0.96
O -6.02 1.89 -2.25 -0.55
O -8.15 2.01 -2.53 -0.58
H -6.33 2.90 -0.07 0.22
H -7.78 3.76 -0.68 0.28
H -7.96 2.13 0.02 0.19
C -11.27 -0.60 -0.19 -0.74
N -10.99 0.83 0.09 0.91
O -9.86 1.14 0.41 -0.52
O -11.92 1.61 -0.02 -0.62
H -10.36 -1.16 -0.05 0.30
H -12.05 -0.91 0.51 0.26
H -11.63 -0.67 -1.21 0.30
C 7.72 -3.87 3.81 -0.69
N 9.09 -3.45 4.20 0.86
O 9.22 -2.43 4.86 -0.52
O 10.01 -4.16 3.84 -0.55
H 7.01 -3.15 4.19 0.34
H 7.69 -3.90 2.72 0.28
H 7.56 -4.85 4.22 0.28
C 4.19 1.52 -5.25 -0.56
N 4.23 0.33 -4.36 1.01
O 5.21 -0.39 -4.41 -0.59
O 3.27 0.18 -3.63 -0.54
H 5.10 1.55 -5.83 0.25
H 3.31 1.43 -5.88 0.28
H 4.10 2.40 -4.61 0.14
C -14.56 1.90 1.83 -0.40
N -14.88 0.58 2.45 0.89
O -14.08 -0.32 2.31 -0.52
O -15.93 0.49 3.04 -0.56
H -13.60 1.81 1.34 0.10
H -15.35 2.12 1.13 0.26
H -14.55 2.64 2.63 0.27
C 8.39 1.79 -4.10 -0.59
N 8.20 2.92 -5.06 0.91
O 9.08 3.75 -5.16 -0.55
O 7.15 2.95 -5.66 -0.50
H 9.36 1.90 -3.64 0.29
H 7.58 1.86 -3.38 0.18
H 8.31 0.87 -4.67 0.28
C 0.39 -7.48 -2.22 -0.72
N 0.19 -8.65 -1.32 0.88
O 1.01 -9.55 -1.36 -0.51
O -0.78 -8.63 -0.59 -0.53
H 1.29 -7.65 -2.80 0.30
H -0.49 -7.41 -2.85 0.29
H 0.47 -6.60 -1.59 0.29

=====

7.
77
Properties=species:S:1:pos:R:3:mulliken_spin:R:1 method="wB97M-V/def2-TZVPD" e_homo_ha="-0.447 / -0.466" e_above_lowest_kcal_mol=3.7 largest_force_ev_per_a=0.637 spin_multiplicity=3 charge=+2 lumo_energy_ev="-6.0561 / -8.6258" gap_ev="6.1 / 4.1" total_energy_ev=-142053.5599
Au 0.58 0.54 -1.11 0.50
C 0.41 -3.30 2.89 0.00
C -0.28 -2.57 4.01 0.00
C -0.02 -2.91 5.34 0.00
C -0.68 -2.29 6.39 0.00
C -1.61 -1.30 6.14 0.00
C -1.86 -0.92 4.83 0.00
C -1.20 -1.55 3.78 0.00
N -1.50 -1.12 2.44 0.00
C -0.61 -0.51 1.61 0.03
N 0.52 -0.08 2.22 -0.01
C 1.70 0.54 1.72 0.00
C 1.92 0.87 0.40 0.27
C 3.13 1.49 0.06 -0.04
C 4.10 1.76 1.01 0.01
C 3.86 1.41 2.33 -0.01
C 2.67 0.80 2.71 0.02
C 2.43 0.43 4.15 0.00
N -0.88 -0.32 0.35 0.13
C -2.14 -0.74 -0.15 0.01
C -2.24 -1.94 -0.86 0.02
C -3.45 -2.34 -1.40 -0.01
C -4.58 -1.54 -1.23 0.02
C -4.48 -0.35 -0.52 -0.01
C -3.27 0.07 0.02 0.01
C -3.19 1.37 0.78 -0.01
H 0.67 -4.31 3.20 0.00
H 1.34 -2.80 2.59 0.00
H -0.22 -3.37 2.01 0.00
H 0.69 -3.71 5.54 0.00
H -0.47 -2.59 7.41 0.00
H -2.14 -0.82 6.95 0.00
H -2.57 -0.13 4.61 0.00
H -2.40 -1.36 2.05 0.00
H 0.53 -0.27 3.21 0.00
H 3.33 1.76 -0.97 0.00
H 5.03 2.23 0.73 0.00
H 4.60 1.61 3.09 0.00
H 3.29 0.71 4.77 0.00
H 2.28 -0.64 4.28 0.00
H 1.56 0.94 4.57 0.00
H -1.35 -2.55 -0.98 0.00
H -3.52 -3.27 -1.94 0.00
H -5.53 -1.85 -1.64 0.00
H -5.36 0.26 -0.39 0.00
H -3.91 2.09 0.39 0.00
H -2.19 1.80 0.72 0.00
H -3.41 1.24 1.84 0.00
N -0.01 4.39 -1.51 0.07
C 0.86 3.96 -2.41 0.06
N 1.23 2.70 -2.52 -0.01
C 2.17 2.57 -3.49 0.08
C 2.50 3.75 -4.17 0.28
S 1.63 5.05 -3.57 0.10
C 2.81 1.32 -3.71 0.04
C 3.86 1.13 -4.61 0.27
S 4.47 -0.44 -4.50 0.09
C 3.27 -0.77 -3.24 0.05
N 2.47 0.23 -2.97 0.00
N 3.21 -1.95 -2.64 0.06
H -0.30 3.76 -0.78 -0.01
H -0.21 5.37 -1.39 0.00
H 3.20 3.88 -4.98 0.00
H 4.29 1.84 -5.30 0.00
H 3.88 -2.68 -2.81 0.00
H 2.62 -2.04 -1.82 0.00
Br -4.00 -0.92 -5.99 0.00
C -2.71 -0.48 -4.72 0.00
C -1.52 -1.19 -4.66 0.00
C -0.61 -0.84 -3.69 0.00
N -0.82 0.15 -2.81 -0.01
C -1.97 0.82 -2.88 0.00
C -2.95 0.55 -3.82 0.00
H -1.31 -2.00 -5.34 0.00
H 0.32 -1.38 -3.59 0.00
H -2.13 1.60 -2.15 0.00
H -3.87 1.11 -3.84 0.00

=====

8.
11
Properties=species:S:1:pos:R:3:nbo_charge:R:1 method="wB97M-V/def2-TZVPD" e_homo_ha=-0.305 e_above_lowest_kcal_mol=59.1 largest_force_ev_per_a=2.764 spin_multiplicity=1 lumo_energy_ev=-0.0323 gap_ev=8.3 total_energy_ev=-24348.7363
C 2.32 -1.47 0.25 -0.65
C 0.61 0.81 0.11 -0.08
C 1.65 -0.60 1.13 -0.43
C -0.81 1.14 0.52 -0.71
P 3.34 -0.15 0.32 0.61
S 1.55 1.43 -1.05 0.10
H 2.05 -2.41 -0.33 0.23
H 1.43 -0.70 2.21 0.23
H -0.92 2.20 0.33 0.23
H -0.93 0.89 1.59 0.23
H -1.45 0.56 -0.10 0.25